C10F30Li4N5O20S10 | ωB97M-V with the def2-TZVPD basis set

Geometry as XYZ:
```
79
Properties=species:S:1:pos:R:3:forces:R:3:mulliken_charge:R:1
Li 2.08737 4.70035 0.49211 -0.78 -0.33 1.59 0.90
Li -2.82499 1.63727 -2.36215 -0.38 -0.33 0.59 0.82
Li -2.05594 -2.25670 -3.11251 0.44 -0.11 1.26 0.88
Li -0.41975 2.43792 -2.94630 0.33 -0.04 0.22 0.82
C -2.38889 4.05783 -0.69833 0.06 0.16 0.88 0.45
F -3.20012 3.52152 -1.64152 0.26 -0.28 -0.36 -0.23
F -1.60162 4.97486 -1.23555 -0.06 -0.23 -0.42 -0.21
F -3.17548 4.60989 0.18678 0.18 -0.02 0.24 -0.16
S -1.31887 2.72595 0.13595 0.48 -1.17 1.12 0.94
O -0.03580 3.30601 0.45088 -0.15 0.47 -1.28 -0.39
O -2.02834 2.20626 1.26438 -0.38 0.44 -1.51 -0.55
N -1.18923 1.63185 -1.22569 -0.74 1.97 1.60 -0.14
S -0.54230 0.22766 -0.74616 1.79 -1.91 0.87 0.04
O -0.51941 0.01238 0.66330 -0.16 0.61 -0.86 -0.43
O -0.97442 -0.83037 -1.61219 -0.15 0.86 -0.40 0.09
C 1.26607 0.51092 -1.25388 -1.74 -1.12 0.91 0.55
F 1.79280 1.44619 -0.48357 0.55 -0.08 -0.15 -0.11
F 1.86997 -0.64387 -1.18330 0.41 0.56 -0.04 -0.17
F 1.28791 0.94804 -2.53894 0.12 0.61 -0.31 -0.26
C 5.18652 -6.75228 2.18793 0.18 0.39 0.14 0.67
F 5.11449 -6.52309 0.87109 -0.27 -0.20 0.36 -0.24
F 4.18493 -7.53055 2.59647 -0.28 0.25 -0.38 -0.23
F 6.30330 -7.43783 2.41216 0.51 -0.24 0.03 -0.24
S 5.26922 -5.15762 3.19510 0.09 0.58 -0.61 1.01
O 4.50777 -5.41397 4.39846 0.15 0.04 -0.96 -0.60
O 6.68642 -4.93367 3.39080 -0.78 0.03 -0.67 -0.69
N 4.55550 -4.12568 2.05087 1.32 -1.78 1.66 -0.35
S 3.67475 -3.12604 2.87780 -1.35 0.66 1.32 0.96
O 2.40343 -3.65274 3.33087 0.44 0.73 -0.60 -0.59
O 4.43705 -2.41632 3.88253 -0.18 0.50 -0.51 -0.66
C 3.23282 -1.87834 1.50655 0.85 -1.10 1.72 0.58
F 4.29225 -1.08976 1.26150 -0.01 -0.07 -0.65 -0.27
F 2.84984 -2.53415 0.42337 -0.01 0.51 -0.28 -0.20
F 2.26928 -1.07318 1.95023 -0.43 0.02 -0.30 -0.15
C 0.85736 2.36325 3.83169 -1.40 1.41 -0.15 0.54
F -0.43345 2.06334 3.93441 -0.06 -0.15 0.21 -0.24
F 1.51300 1.82502 4.82996 0.31 -0.07 -0.40 -0.19
F 1.25304 1.93541 2.63886 0.72 -0.17 0.15 -0.09
S 1.03665 4.30452 3.91312 -0.47 -1.57 0.45 1.00
O 1.91450 4.50263 5.02206 -0.25 0.19 0.14 -0.59
O 1.61252 4.69407 2.62117 -0.20 -0.04 -1.07 -0.58
N -0.56738 4.74935 4.15863 3.24 -0.48 -0.64 -0.35
S -0.55792 6.32879 4.17559 -1.12 2.44 0.55 0.96
O -1.55598 6.82447 5.08392 -0.12 -0.44 -0.45 -0.68
O 0.69630 7.05605 4.21505 -0.40 -1.08 -0.64 -0.61
C -1.30813 6.71079 2.46574 0.86 0.82 1.58 0.64
F -2.62383 6.55863 2.54129 0.02 -0.45 -0.71 -0.22
F -1.05838 7.98651 2.13672 -0.12 -0.03 -0.06 -0.26
F -0.75025 5.96083 1.49996 -0.55 -0.31 -0.29 -0.25
C -3.22830 -4.44233 0.88940 0.63 -0.47 -1.11 0.68
F -4.16877 -5.38917 0.89738 -0.05 0.07 -0.16 -0.24
F -3.81942 -3.25651 0.95833 -0.06 0.29 0.11 -0.24
F -2.44012 -4.64275 1.91735 -0.14 0.23 0.11 -0.17
S -2.23745 -4.58801 -0.79006 0.77 -2.51 0.91 0.97
O -3.10057 -5.27790 -1.71049 -0.44 0.49 0.04 -0.79
O -1.81745 -3.24322 -1.17010 -0.70 0.23 -0.75 -0.39
N -1.02256 -5.60578 -0.40587 -2.95 1.23 -0.93 -0.62
S 0.20200 -4.77432 0.08918 2.95 1.05 1.59 1.15
O 1.13094 -4.49631 -0.98695 -0.37 -0.15 0.36 -0.66
O -0.12392 -3.68657 0.99203 0.13 -0.48 -0.54 -0.58
C 1.04074 -6.09052 1.16562 0.11 1.66 -1.27 0.48
F 1.30073 -7.10463 0.34491 -0.04 -0.79 0.30 -0.23
F 2.18991 -5.58740 1.59490 -0.52 -0.51 -0.03 -0.09
F 0.26690 -6.44865 2.17419 0.11 -0.31 0.02 -0.22
C -0.21251 0.67250 -5.63781 -0.41 0.15 -0.11 0.70
F 0.19958 1.91637 -5.85480 -0.13 0.15 0.12 -0.22
F -0.19062 0.00152 -6.76245 -0.15 -0.13 0.07 -0.20
F 0.57986 0.12602 -4.74314 0.01 -0.36 0.09 -0.14
S -2.00946 0.67334 -4.94970 -0.36 -0.68 0.59 0.58
O -2.89248 0.47607 -6.04928 0.55 0.83 -0.02 -0.47
O -2.13124 -0.36839 -3.94105 0.57 0.58 0.14 -0.49
N -2.07282 2.17134 -4.03639 0.11 -3.21 -2.94 -0.46
S -2.58107 3.32059 -5.05682 -1.13 2.42 0.88 0.83
O -2.22062 4.51828 -4.34497 -0.32 -0.16 -0.30 -0.64
O -2.26751 3.18292 -6.43595 0.08 -0.41 0.16 -0.53
C -4.49297 3.14758 -4.94832 -0.18 0.43 -0.04 0.68
F -4.89980 1.96963 -5.39169 0.13 0.13 -0.41 -0.19
F -4.98302 3.24667 -3.70508 0.74 0.15 0.29 -0.21
F -5.02256 4.13726 -5.65956 0.30 -0.34 -0.09 -0.21
```
Positions in Å, forces in eV/Å.

Output
HOMO level: -5.8 eV
charge: -1
ΔE to the lowest compared entry with this formula, charge and spin: 0.0 kcal/mol
calculated total energy: -249466.471 eV